The following is a DFT calculation (ωB97M-V with the def2-TZVPD basis set) of 2 unconnected molecules or ions with the total composition C3H10NO2S2 in a non-equilibrium geometry.

As for the net charge: +1. The highest occupied orbital energy is -13.7255 eV. Its spin multiplicity is 1. As for the lowest unoccupied orbital energy: -0.334 hartree.

Geometry (Å):
N  -1.254  -0.355  0.861
C  -0.705  0.637  -0.083
C  0.796  0.360  -0.215
O  1.055  -1.109  -0.519
C  -1.494  0.705  -1.409
S  -1.585  2.425  -2.069
S  1.519  1.342  -1.465
H  1.788  -1.034  -1.169
H  -2.070  -0.032  1.333
H  -0.541  -1.220  0.944
H  -0.828  1.678  0.358
H  1.239  0.687  0.754
H  -2.620  0.383  -1.224
H  -1.123  0.098  -2.254
H  -0.131  2.497  -2.376
H  2.059  -2.674  3.584
H  2.277  -1.997  2.183
O  1.617  -2.391  2.766

The following is a DFT calculation (ωB97M-V with the def2-TZVPD basis set) of 2 unconnected molecules or ions with the total composition C3H10NO2S2.

As for the net charge: +1. The highest occupied orbital energy is -12.9326 eV. Its spin multiplicity is 1. As for the lowest unoccupied orbital energy: -0.123 hartree.

Geometry (Å):
N  -0.359  1.479  -1.607
C  -0.396  0.362  -0.594
C  -0.885  1.005  0.697
O  -1.104  2.180  0.745
C  0.970  -0.283  -0.410
S  0.815  -1.909  0.356
S  1.567  -1.666  2.231
H  -1.317  1.678  -1.962
H  -0.043  2.329  -1.113
H  0.273  1.303  -2.387
H  -1.132  -0.357  -0.968
H  -0.976  0.337  1.561
H  1.501  -0.331  -1.357
H  1.619  0.380  0.167
H  2.869  -1.867  1.977
H  -3.489  1.895  -3.431
H  -2.388  3.043  -3.288
O  -2.702  2.195  -2.967

The following is a DFT calculation (ωB97M-V with the def2-TZVPD basis set) of 2 unconnected molecules or ions with the total composition C3H10NO3 in a non-equilibrium geometry.

As for the net charge: +1. The highest occupied orbital energy is -15.1408 eV. Its spin multiplicity is 1. As for the lowest unoccupied orbital energy: -0.129 hartree.

Geometry (Å):
O  -1.004  1.977  -0.189
C  -1.701  0.993  -0.897
C  -1.287  -0.317  -0.289
N  -0.097  -0.036  0.531
C  0.391  -1.224  1.281
O  -2.312  1.260  -1.885
H  -0.849  2.883  -0.544
H  -1.373  -1.257  -0.953
H  -2.338  -0.653  0.365
H  0.709  0.306  -0.148
H  -0.307  0.815  1.190
H  1.620  -1.193  1.614
H  0.552  -2.165  0.639
H  -0.160  -1.473  2.166
H  2.444  -0.167  -1.677
H  3.086  0.461  -0.457
O  2.626  -0.209  -0.745

The following is a DFT calculation (ωB97M-V with the def2-TZVPD basis set) of a molecular structure, C3H10NO3 in a non-equilibrium geometry.

As for the net charge: +1. The highest occupied orbital energy is -13.1375 eV. Its spin multiplicity is 1. As for the lowest unoccupied orbital energy: -0.116 hartree.

Geometry (Å):
C  1.156  0.875  -1.517
C  -0.072  0.251  0.622
C  -0.329  -1.704  0.131
N  -0.170  0.878  -0.743
O  1.180  0.197  1.066
O  -1.611  -1.660  -0.462
O  -0.371  -2.357  1.321
H  1.116  1.579  -2.339
H  1.927  1.127  -0.814
H  1.396  -0.053  -1.978
H  -0.871  0.501  1.301
H  0.435  -2.016  -0.573
H  -0.201  1.901  -0.723
H  -0.890  0.411  -1.288
H  1.282  -0.716  1.592
H  -2.290  -1.607  0.224
H  0.261  -3.044  1.491

The following is a DFT calculation (ωB97M-V with the def2-TZVPD basis set) of 2 unconnected molecules or ions with the total composition C3H10NO3 in a non-equilibrium geometry.

As for the net charge: +1. The highest occupied orbital energy is -14.6535 eV. Its spin multiplicity is 1. As for the lowest unoccupied orbital energy: -0.144 hartree.

Geometry (Å):
O  1.071  1.415  -1.605
C  0.090  0.929  -1.215
O  -0.672  0.050  -1.845
C  -0.398  0.916  0.306
C  -0.327  -0.512  0.779
N  0.412  1.931  1.107
H  -0.281  -0.208  -2.739
H  -1.507  1.225  0.410
H  -0.991  -1.150  0.084
H  0.699  -0.982  0.776
H  -0.710  -0.608  1.809
H  1.422  1.913  0.887
H  0.089  1.714  2.097
H  0.079  2.905  1.040
H  0.528  -3.106  -1.396
H  -0.168  -3.107  -0.093
O  0.663  -3.326  -0.403

The following is a DFT calculation (ωB97M-V with the def2-TZVPD basis set) of 2 unconnected molecules or ions with the total composition C3H10NO4P in a non-equilibrium geometry.

As for the net charge: 0. The highest occupied orbital energy is -9.0445 eV. Its spin multiplicity is 1. As for the lowest unoccupied orbital energy: 0.013 hartree.

Geometry (Å):
C  -1.827  -2.182  0.060
O  -1.591  -1.000  -0.639
P  -1.994  0.551  -0.049
O  -3.483  0.667  -0.584
O  -1.172  1.394  -1.121
H  -2.978  -2.290  0.357
H  -1.209  -2.243  0.859
H  -1.565  -2.993  -0.664
H  -3.709  0.396  -1.536
H  -0.353  1.880  -0.898
N  2.203  0.209  1.616
C  2.172  0.056  0.184
C  2.353  1.370  -0.470
O  1.513  2.199  -0.683
H  1.255  0.166  2.083
H  2.664  1.011  1.874
H  3.077  -0.508  -0.008
H  1.190  -0.457  0.038
H  3.455  1.775  -0.419

The following is a DFT calculation (ωB97M-V with the def2-TZVPD basis set) of 2 unconnected molecules or ions with the total composition C3H10NOP in a non-equilibrium geometry.

As for the net charge: 0. The highest occupied orbital energy is -9.7500 eV. Its spin multiplicity is 1. As for the lowest unoccupied orbital energy: 0.024 hartree.

Geometry (Å):
C  -1.337  -2.165  -1.246
N  -0.229  -1.372  -0.693
C  -0.563  0.049  -0.603
P  1.274  -1.892  -0.159
O  1.548  -3.263  -0.489
H  -2.225  -1.878  -0.697
H  -1.495  -1.851  -2.353
H  -1.101  -3.163  -1.149
H  0.239  0.552  -0.074
H  -0.607  0.448  -1.513
H  -1.515  0.155  0.101
C  1.214  2.874  1.822
H  0.864  3.664  1.108
H  2.044  2.277  1.339
H  0.329  2.143  1.919
H  1.561  3.423  2.688

The following is a DFT calculation (ωB97M-V with the def2-TZVPD basis set) of 2 unconnected molecules or ions with the total composition C3H10NOP in a non-equilibrium geometry.

As for the net charge: 0. The highest occupied orbital energy (spin up / spin down) is -7.7937 / -7.7746 eV. Its spin multiplicity is 1. As for the lowest unoccupied orbital energy (spin up / spin down): -0.024 / -0.023 hartree.

Geometry (Å):
C  -1.359  -0.485  -0.667
C  -1.028  0.669  1.514
C  -0.258  0.184  0.228
N  0.490  1.271  -0.480
O  3.343  -1.201  -1.221
P  3.310  -2.527  -0.282
H  -1.826  -1.418  -0.073
H  -2.207  0.101  -1.010
H  -1.016  -0.872  -1.594
H  -1.533  1.644  1.260
H  -0.451  0.667  2.363
H  -1.889  -0.055  1.542
H  0.470  -0.727  0.483
H  -0.059  2.074  -0.517
H  2.610  -0.706  -1.450
H  1.404  1.380  -0.096

Calculated electronic energy in order - -30516.378 -30522.095 -10897.085 -10896.586 -10898.524 -22241.986 -16099.317 -16096.585 eV
Calculated M in order - 156.25 156.25 108.12 108.12 108.12 155.09 107.09 107.09 u
Calculated energy above the lowest of the compared OMol25 structures with the same formula, charge and spin in order - 137.4 5.6 77.9 89.4 44.7 62.4 27.4 90.4 kcal per mole